Molecular formula: C2H6O3S
Method: DFT, wB97M-V/def2-TZVPD

Calculated values
Total charge: 0
SMILES string: OCSO.C=O
Energy above the lowest of the compared OMol25 structures with the same formula, charge and spin, kcal/mol: 59.1

XYZ file:
```
12
Properties=species:S:1:pos:R:3:nbo_charge:R:1
O 2.983 0.882 0.266 -0.722
C 2.277 0.063 -0.579 -0.208
S 1.323 -1.390 0.144 0.434
O -0.029 -0.795 0.898 -0.886
H 2.579 1.048 1.135 0.493
H 2.880 -0.742 -1.131 0.182
H 1.751 0.566 -1.460 0.185
H -0.856 -1.076 0.444 0.508
C -3.246 0.332 0.128 0.281
O -2.268 -0.105 -0.451 -0.519
H -3.887 0.966 -0.569 0.117
H -3.506 0.251 1.174 0.137
```